(1)
The following is a DFT calculation (wB97M-V/def2-TZVPD) of a single C6H8ClO6P molecule in a non-equilibrium geometry.

```
22
Properties=species:S:1:pos:R:3:mulliken_charge:R:1
C -0.0573 1.6081 2.8443 -0.75
O 0.6250 0.9947 1.6748 -0.26
P -0.3825 0.0456 0.8235 0.89
O -1.2526 -0.9555 1.4498 -0.72
O -1.2101 1.1418 -0.0774 -0.30
C -2.4986 0.9519 -0.7070 -0.68
C 0.9050 -0.5906 -0.3378 -0.19
C 2.1661 -0.3026 -0.5173 0.99
Cl 3.2254 0.7228 0.2507 -0.16
C 2.6963 -1.1556 -1.6490 0.21
O 3.7143 -1.0317 -2.1821 -0.48
O 1.7148 -1.9800 -2.0103 -0.33
C 0.5510 -1.6803 -1.2697 -0.05
O -0.5631 -1.2538 -2.0344 -0.49
H -1.1252 1.5596 2.6517 0.30
H 0.1057 2.6770 2.7666 0.31
H 0.1737 1.2177 3.8707 0.27
H -2.9960 1.7547 -0.2734 0.33
H -3.0945 0.0332 -0.2062 0.26
H -2.2265 0.6632 -1.7162 0.25
H 0.2096 -2.4634 -0.6669 0.31
H -0.6807 -1.9570 -2.6843 0.31
```

The value obtained for the highest occupied orbital energy is -10.36 eV. The energy relative to the best compared isomer or geometry (same formula, charge and spin) comes out at 32.7 kcal/mol. The value obtained for the LUMO energy is 0.03 eV. The SMILES is COP(=O)(OC)C1=C(Cl)C(=O)O[C@@H]1O.


(2)
The following is a DFT calculation (wB97M-V/def2-TZVPD) of a molecular structure, C6H8EuLiO6 in a non-equilibrium geometry.

```
22
Properties=species:S:1:pos:R:3:mulliken_charge:R:1
Li -1.7636 -0.5407 3.0426 0.94
O -1.9189 0.8854 1.7009 -0.81
O -0.6527 2.1807 0.3113 -0.34
C 1.4109 -1.2579 -0.5987 -1.29
C 1.1702 0.1468 -0.1154 0.41
O -1.2058 0.1828 -0.2523 -0.72
C -1.3438 1.1258 0.6358 1.04
H 1.0238 -1.4538 -1.6065 0.38
H 1.7836 -0.9178 0.7021 0.43
H 2.4755 -1.4140 -0.8174 0.56
H 1.7898 0.5154 0.7193 0.33
Eu -2.9752 -1.3781 0.2073 1.80
O -1.8093 -1.9439 1.8048 -0.72
O 0.2150 -2.6001 1.0029 -0.59
C 0.0089 2.2055 -0.9904 -0.43
C 1.2833 1.3980 -0.9731 -0.66
O -1.6599 -2.8112 -0.1657 -0.58
C -1.0515 -2.5732 0.9431 0.89
H -0.6033 1.7885 -1.8006 0.23
H 0.1511 3.2634 -1.2282 0.44
H 2.0634 2.0315 -0.5266 0.32
H 1.6085 1.1669 -1.9953 0.34
```

The value obtained for the highest occupied orbital energy (alpha / beta) is -16.36 / -16.40 eV. Its spin multiplicity is 7. The value obtained for the LUMO energy (alpha / beta) is -10.08 / -9.02 eV. The charge is +2.


(3)
The following is a DFT calculation (wB97M-V/def2-TZVPD) of 2 unconnected molecules or ions with the total composition C6H8F3N2O in a non-equilibrium geometry.

```
20
Properties=species:S:1:pos:R:3:mulliken_charge:R:1
C -3.4327 -0.7600 -0.2367 -0.29
C -1.0511 0.1200 -1.7557 0.32
C 1.6655 0.1886 0.2631 -1.31
C -0.5535 0.9644 -0.7911 -0.20
C 0.1591 0.0831 0.3030 -0.32
C -3.7611 0.6446 0.0359 0.94
N -3.2185 -2.8646 0.8224 -0.82
N -3.5973 -1.7959 0.4023 0.60
O -1.4985 -0.6304 -2.4531 -0.07
F -3.5968 1.5150 -0.9954 -0.24
F -5.0361 0.7577 0.4274 -0.23
F -3.0902 1.1914 1.0396 -0.25
H 1.9960 1.1752 -0.0732 0.36
H 2.2053 -0.4265 -0.4156 0.39
H 1.9968 -0.0088 1.2610 0.36
H -1.4589 1.5445 -0.1887 0.24
H 0.2400 1.5605 -1.2230 0.52
H -0.3960 0.4911 1.1919 0.33
H -0.1299 -0.8631 0.0281 0.39
H -3.8351 -3.6018 0.7506 0.27
```

The value obtained for the highest occupied orbital energy is -13.61 eV. The energy relative to the best compared isomer or geometry (same formula, charge and spin) comes out at 85.1 kcal/mol. The value obtained for the LUMO energy is -4.93 eV. The charge is +1.


(4)
The following is a DFT calculation (wB97M-V/def2-TZVPD) of a molecular structure, C6H8F3NO2 in a non-equilibrium geometry.

```
20
Properties=species:S:1:pos:R:3:mulliken_charge:R:1
C -0.2948 2.3665 0.0663 0.70
C 1.6963 -0.5154 0.1107 -0.54
C 1.1233 -1.7682 -0.5536 -0.87
C 0.2192 -0.6717 -0.0705 0.36
C -0.4478 1.4038 -1.1909 -0.72
C -0.7667 -1.3759 1.5057 0.77
N -0.6520 0.0267 -0.7965 -0.19
O 0.6062 3.1801 0.0442 -0.56
O -1.2370 2.2422 1.0481 -0.44
F -1.1871 -2.6299 1.2398 -0.26
F -0.0879 -1.3281 2.6511 -0.26
F -1.8992 -0.6063 1.5908 -0.28
H 1.9827 -0.4953 1.1433 0.25
H 2.2522 0.2083 -0.5707 0.21
H 1.0674 -1.7748 -1.6144 0.25
H 1.4800 -2.7471 -0.2897 0.29
H 0.4767 1.5125 -1.7935 0.32
H -1.2645 1.8187 -1.8497 0.37
H -1.1740 -0.5105 -1.5262 0.27
H -1.8930 1.6646 0.8557 0.32
```

The value obtained for the highest occupied orbital energy is -9.12 eV. The energy relative to the best compared isomer or geometry (same formula, charge and spin) comes out at 81.7 kcal/mol. The value obtained for the LUMO energy is 0.53 eV.


(5)
The following is a DFT calculation (wB97M-V/def2-TZVPD) of a single C6H8F3NO4 molecule in a non-equilibrium geometry.

```
22
Properties=species:S:1:pos:R:3:mulliken_charge:R:1
O -0.2206 -2.3532 -0.4221 -0.60
C 0.0585 -1.0920 0.2742 0.02
C -1.2608 -0.2840 0.4929 0.10
O -1.3408 0.5116 1.5671 -0.55
C -1.2999 0.5275 -0.8003 -0.85
N 0.0294 0.9580 -1.0844 -0.34
C 0.8531 -0.0952 -0.6469 0.21
O 1.6986 -0.7979 -1.5252 -0.66
C 2.3284 -0.0781 -0.5232 0.56
O 2.8142 -0.7755 0.5626 -0.55
C 3.3540 0.8888 -1.0644 0.76
F 2.8928 1.4721 -2.2116 -0.29
F 3.7669 1.8402 -0.3244 -0.26
F 4.4448 0.2183 -1.4918 -0.28
H 0.4698 -2.3345 -1.2297 0.43
H 0.6197 -1.1352 1.1550 0.33
H -2.1498 -1.0757 0.4812 0.28
H -1.1608 -0.1842 2.3466 0.40
H -1.6542 -0.1922 -1.5459 0.27
H -1.9911 1.3892 -0.8219 0.40
H 0.1842 1.4616 -1.9036 0.25
H 3.5142 -1.4476 0.3044 0.38
```

The value obtained for the highest occupied orbital energy is -9.36 eV. The energy relative to the best compared isomer or geometry (same formula, charge and spin) comes out at 44.0 kcal/mol. The value obtained for the LUMO energy is 0.54 eV. The SMILES is O[C@@H]1[C@@H](O)CN[C@]12O[C@@]2(O)C(F)(F)F.


(6)
The following is a DFT calculation (wB97M-V/def2-TZVPD) of a single C6H8FNO2S molecule in a non-equilibrium geometry.

```
19
Properties=species:S:1:pos:R:3:mulliken_charge:R:1
C -0.4005 -2.2949 -0.5627 -0.47
C 0.8020 -1.9734 -0.5698 -0.24
C -1.7115 -0.1906 -1.2473 -0.06
C -1.7745 -1.2359 -0.2943 -0.80
C 0.4339 0.6338 -0.7603 0.35
C 1.3924 2.2812 1.2762 -1.22
N -0.5990 0.5964 -1.4778 -0.49
O 1.6779 -0.2627 1.4223 -0.64
O -0.6867 0.5851 1.6051 -0.68
F 1.5410 1.2386 -1.2470 -0.31
S 0.6377 0.6746 0.9958 1.25
H -1.1158 -3.0563 -0.9202 0.32
H 1.7319 -1.5586 -0.3065 0.64
H -2.4992 -0.0315 -2.0011 0.41
H -2.6312 -2.0033 -0.3356 0.42
H -1.5374 -0.9932 0.6489 0.33
H 1.3544 2.4723 2.2453 0.46
H 2.3628 2.0722 0.8720 0.37
H 1.0218 3.0463 0.6570 0.38
```

The value obtained for the highest occupied orbital energy (alpha / beta) is -8.11 / -8.11 eV. The energy relative to the best compared isomer or geometry (same formula, charge and spin) comes out at 105.4 kcal/mol. The value obtained for the LUMO energy (alpha / beta) is -0.55 / -0.56 eV.


(7)
The following is a DFT calculation (wB97M-V/def2-TZVPD) of a single C6H8FO3P molecule in a non-equilibrium geometry.

```
19
Properties=species:S:1:pos:R:3:mulliken_charge:R:1
C 2.3292 2.2857 -1.7511 0.23
C 1.2040 1.9428 -1.4938 -1.01
C -0.2219 1.4643 -1.1722 0.31
C -0.5117 1.7228 0.4042 -0.68
C -1.7594 0.9852 0.6391 -0.03
F -2.8994 1.6927 0.2036 -0.31
P -1.4453 -0.7916 -0.4257 0.84
O -2.4884 -1.4459 -1.1866 -0.64
O -0.8081 -1.7666 0.6612 -0.25
C -0.7604 -3.0824 0.2504 -0.82
O -0.3154 0.0541 -1.4721 -0.42
H 3.2937 2.5819 -2.0628 0.46
H -0.8476 2.0089 -1.8872 0.26
H 0.2878 1.4061 1.0555 0.35
H -0.5873 2.8225 0.5647 0.36
H -2.0399 0.7065 1.6761 0.37
H 0.0238 -3.2435 -0.4665 0.32
H -1.7559 -3.3914 -0.1754 0.35
H -0.7136 -3.8142 1.0073 0.30
```

The value obtained for the highest occupied orbital energy is -10.37 eV. The energy relative to the best compared isomer or geometry (same formula, charge and spin) comes out at 0.0 kcal/mol. The value obtained for the LUMO energy is 0.75 eV. The SMILES is C#C[C@@H]1C[C@@H](F)[P@](=O)(OC)O1.


(8)
The following is a DFT calculation (wB97M-V/def2-TZVPD) of a single C6H8IN3 molecule in a non-equilibrium geometry.

```
18
Properties=species:S:1:pos:R:3:mulliken_charge:R:1
C 0.3177 -0.9089 -0.2322 -0.59
C 1.3498 -0.2238 -0.8585 0.38
C 0.6757 1.9405 1.3961 -0.22
C -1.7443 -0.3862 1.0667 -0.46
C -1.9403 -1.7180 0.4945 -0.55
C -1.0678 -0.7231 -0.2851 0.38
N 1.7766 0.9862 -0.5486 -0.90
N 1.2459 1.9704 0.2276 0.24
N 2.1977 -0.8958 -1.6933 -0.40
I 0.2365 3.9000 2.1161 -0.11
H -2.5198 0.3621 0.9885 0.24
H -1.0895 -0.2679 1.9167 0.30
H -1.4109 -2.5370 0.9541 0.28
H -2.8793 -1.9776 0.0297 0.29
H -1.5394 -0.2406 -1.1439 0.40
H 1.5199 2.8511 -0.2208 0.26
H 1.9084 -1.7545 -2.1214 0.19
H 2.9631 -0.3770 -2.0862 0.25
```

The value obtained for the highest occupied orbital energy is -7.97 eV. The energy relative to the best compared isomer or geometry (same formula, charge and spin) comes out at 115.3 kcal/mol. The value obtained for the LUMO energy is -0.82 eV.


(9)
The following is a DFT calculation (wB97M-V/def2-TZVPD) of a gas-phase ion, C6H8IN3O (charge +2) in a non-equilibrium geometry.

```
19
Properties=species:S:1:pos:R:3:mulliken_charge:R:1
C 1.0359 -0.5671 1.8715 -0.35
C -0.9848 0.9975 -1.6015 -0.08
C -0.0600 0.1035 1.1764 -0.03
C -0.5738 -0.8511 -0.2795 0.21
C 0.5918 1.1660 0.2774 -0.18
C 1.9810 0.4125 0.1441 -0.36
N -0.1703 1.5939 -0.8636 0.10
N -1.2718 -0.2621 -1.3004 -0.14
N -0.6180 -2.1247 -0.2650 -0.22
O 2.0998 -0.4973 1.0583 -0.23
I -1.8771 0.7064 2.2399 0.35
H 0.9029 -1.2500 2.7000 0.45
H -1.5654 1.3550 -2.5273 0.40
H 0.9303 2.0747 0.9719 0.41
H 2.8965 0.8286 -0.3131 0.42
H 0.1330 2.5488 -1.0472 0.32
H -2.0379 -0.8988 -1.7839 0.37
H -0.0630 -2.7004 0.3915 0.31
H -1.3493 -2.6354 -0.8495 0.27
```

The value obtained for the highest occupied orbital energy (alpha / beta) is -14.88 / -17.42 eV. The energy relative to the best compared isomer or geometry (same formula, charge and spin) comes out at 11.7 kcal/mol. Its spin multiplicity is 3. The value obtained for the LUMO energy (alpha / beta) is -9.22 / -9.56 eV. The charge is +2.


(10)
The following is a DFT calculation (wB97M-V/def2-TZVPD) of 2 unconnected molecules or ions with the total composition C6H8INS in a non-equilibrium geometry.

```
17
Properties=species:S:1:pos:R:3:mulliken_charge:R:1
C -0.9453 -2.9640 -0.8874 -0.48
C -1.4445 -2.9860 0.3736 -0.24
C 0.0465 -1.1895 -0.1280 0.30
C -0.4801 2.3157 0.2977 -1.15
C 0.9638 1.9153 0.5618 -0.12
C 1.4707 1.0160 -0.4925 -0.76
N -0.1036 -1.9257 -1.1451 -0.45
S -0.8298 -1.6424 1.2860 -0.10
I 3.3975 0.2624 -0.3703 0.08
H -1.1580 -3.6776 -1.6641 0.39
H -2.1224 -3.6851 0.8190 0.39
H -0.8488 2.9593 1.0917 0.34
H -1.1081 1.4284 0.2478 0.27
H -0.5630 2.8506 -0.6451 0.34
H 1.0573 1.4458 1.5482 0.31
H 1.5935 2.8159 0.5960 0.36
H 1.0743 1.0612 -1.4893 0.53
```

The value obtained for the highest occupied orbital energy (alpha / beta) is -8.71 / -8.03 eV. The energy relative to the best compared isomer or geometry (same formula, charge and spin) comes out at 64.0 kcal/mol. The value obtained for the LUMO energy (alpha / beta) is -0.20 / -0.74 eV.


The DFT total energy results, record by record, are as follows: -1486.44559 -1401.96106 -717.33251 -738.17359 -888.67541 -936.47379 -900.31348 -695.13986 -769.78796 -983.92314 Ha.